1.
A molecular structure, C28H43AsN6O5RuS5Si. Source: the Open Molecules 2025 dataset; level of theory: wB97M-V/def2-TZVPD.

Net charge: -1
HOMO-LUMO gap (alpha / beta) in eV: 5.6 / 6.4
LUMO (alpha / beta) in eV: 2.20 / 1.39
Spin multiplicity: 6

CARTESIAN COORDINATES (ANGSTROEM)
Ru -0.3355 -1.3733 0.6184
N 1.8329 -0.8502 4.2145
C 3.1731 -1.1872 4.0174
C 4.1907 -0.5662 4.7335
C 5.5061 -0.9731 4.5683
C 5.8175 -1.9860 3.6716
C 4.8050 -2.5865 2.9351
C 3.4818 -2.2035 3.1084
S 2.1268 -3.0068 2.3305
N 1.1161 -1.6417 2.1034
C 0.9272 -0.8405 3.1610
C -0.1668 0.0408 3.1627
C -0.4562 1.0142 4.1532
C -1.6311 1.7088 4.0925
C -2.5325 1.4785 3.0363
C -2.1638 0.5861 2.0520
N -1.0267 -0.1036 2.0943
H 1.6632 -0.1738 4.9387
H 3.9462 0.2309 5.4267
H 6.2901 -0.4909 5.1378
H 6.8434 -2.3059 3.5430
H 5.0367 -3.3816 2.2370
H 0.2370 1.2072 4.9618
H -1.8626 2.4397 4.8574
H -3.4769 1.9976 2.9671
H -2.7955 0.4120 1.1921
S 0.5846 -5.9758 1.0332
As -1.1178 -4.6763 1.0146
S -1.5627 -3.3548 2.6072
S -1.0757 -3.2916 -0.6750
S -2.3364 -6.3962 0.6286
C 0.7983 0.8860 -3.1984
C -0.5952 0.7105 -3.7868
C -0.8889 -0.7656 -4.0348
C -0.7326 1.5081 -5.0771
O -1.5828 1.2494 -2.8969
Si -1.7553 0.9924 -1.2808
O -1.2812 -0.4697 -0.8615
O -3.3493 1.2767 -0.9671
C -4.4992 0.6243 -1.5154
C -4.8965 1.3499 -2.7971
C -4.2250 -0.8510 -1.7940
C -5.5914 0.7637 -0.4617
O -0.9300 2.0648 -0.3703
C -0.8526 3.4739 -0.2285
C -0.2113 4.0799 -1.4728
C 0.0315 3.7047 0.9918
C -2.2421 4.0630 -0.0044
H 1.5493 0.4795 -3.8810
H 0.8790 0.3631 -2.2462
H 1.0118 1.9429 -3.0352
H -0.1670 -1.1824 -4.7408
H -1.8905 -0.8838 -4.4545
H -0.8348 -1.3215 -3.0984
H -0.0218 1.1517 -5.8256
H -0.5414 2.5656 -4.8863
H -1.7434 1.4056 -5.4756
H -4.0831 1.2938 -3.5208
H -5.0978 2.4016 -2.5830
H -5.7933 0.9023 -3.2315
H -3.4506 -0.9671 -2.5534
H -5.1362 -1.3339 -2.1539
H -3.8836 -1.3637 -0.8943
H -5.7457 1.8177 -0.2233
H -5.3003 0.2387 0.4499
H -6.5321 0.3410 -0.8200
H 0.8014 3.6938 -1.5955
H -0.1615 5.1677 -1.3843
H -0.7917 3.8243 -2.3618
H 0.9859 3.1954 0.8497
H -0.4481 3.2862 1.8792
H 0.2056 4.7716 1.1521
H -2.8764 3.9033 -0.8770
H -2.1682 5.1356 0.1908
H -2.7155 3.5794 0.8511
C 4.8267 -3.2187 -0.8314
N 3.8328 -2.1757 -0.8093
C 4.0221 -0.8552 -0.2478
C 2.5827 -0.3446 -0.1879
O 2.2586 0.7587 0.1883
N 1.7378 -1.3439 -0.6183
C 2.5007 -2.4024 -0.9032
N 2.0170 -3.5757 -1.2968
H 5.8142 -2.7623 -0.8186
H 4.7390 -3.8072 -1.7464
H 4.7390 -3.8909 0.0288
H 4.6364 -0.2151 -0.8836
H 4.4431 -0.8845 0.7603
H 1.0031 -3.6934 -1.1855
H 2.5618 -4.4089 -1.1467


2.
4 unconnected molecules or ions with the total composition C3H14O3S at a distorted geometry. Source: the Open Molecules 2025 dataset; level of theory: wB97M-V/def2-TZVPD.

Net charge: -1
HOMO-LUMO gap (alpha / beta) in eV: 2.4 / 9.2
LUMO (alpha / beta) in eV: 3.15 / 3.25
Spin multiplicity: 2

CARTESIAN COORDINATES (ANGSTROEM)
C -2.4754 -0.1325 -0.2528
C -1.4594 -0.7626 -1.2128
C -0.0498 -0.8420 -0.6957
S 1.0666 -2.1143 -1.4771
H -3.4746 -0.3427 -0.6267
H -2.2880 -0.5573 0.7389
H -2.2706 0.9183 0.0112
H -1.5129 -0.4033 -2.2544
H -1.8456 -1.7932 -1.3470
H 0.4272 0.1228 -0.8368
H -0.0865 -0.9184 0.3989
H 0.8544 -1.4585 -2.6334
H 3.8049 0.3470 0.1919
H 2.9557 -0.4661 -0.6800
O 2.9088 0.3833 -0.1939
H 1.0512 2.9020 0.4759
H 1.6372 1.4449 0.5237
O 0.8899 2.0138 0.8095
H 0.3049 0.8220 2.4262
H -0.5603 0.6889 3.5182
O 0.1223 0.1479 3.1160


3.
A molecular structure, C7H15NO at a distorted geometry. Source: the Open Molecules 2025 dataset; level of theory: wB97M-V/def2-TZVPD.

Net charge: 0
HOMO-LUMO gap (alpha / beta) in eV: 7.0 / 7.0
LUMO (alpha / beta) in eV: -0.41 / -0.41

CARTESIAN COORDINATES (ANGSTROEM)
C -1.4312 -0.3019 0.9476
C -1.6051 -1.7926 0.7917
C -1.1934 0.6205 -0.7756
O -1.6947 -0.0496 -1.6863
H -1.6737 1.5067 -0.3344
H -2.4107 0.1520 1.0875
H -0.7973 0.0157 1.7736
H -0.6686 -2.3320 0.9398
H -1.9919 -2.0232 -0.2060
H -2.3275 -2.2088 1.4999
C 1.7822 0.4131 1.0262
C 1.1386 -1.2416 -0.8115
C 1.0066 0.1035 -0.2034
N 0.6915 2.4945 -0.7243
C 0.4182 1.1147 -1.0390
H 0.3754 2.7403 0.2080
H 0.1783 3.0969 -1.3581
H 0.5724 0.9298 -2.1034
H 1.6743 -0.3784 1.7696
H 2.8439 0.4494 0.7488
H 0.2121 -1.4840 -1.3524
H 1.4364 -1.9955 -0.0848
H 1.9237 -1.2085 -1.5757
H 1.5408 1.3790 1.4622


4.
C5H8O2 in the gas phase at a distorted geometry. Source: the Open Molecules 2025 dataset; level of theory: wB97M-V/def2-TZVPD.

SMILES string: CC(C)c1coo1
Net charge: 0
HOMO-LUMO gap in eV: 9.9
LUMO in eV: 1.00

CARTESIAN COORDINATES (ANGSTROEM)
C -1.6056 0.4498 -0.0510
C -0.0884 0.6570 -0.2572
C 0.3551 0.0174 -1.5534
C 0.6347 -0.0642 0.8148
C 0.8397 -1.1718 1.5609
O 2.0170 -0.6333 2.0730
O 1.7943 0.5468 1.3389
H -1.9033 0.6583 0.9546
H -1.9821 -0.6062 -0.2647
H -2.4286 1.0546 -0.7243
H 0.1298 1.7348 -0.0120
H -0.0440 0.3537 -2.4656
H 0.3801 -1.0668 -1.7052
H 1.3785 0.1939 -1.6755
H 0.5228 -2.1240 1.9667


Calculated relative energy (zero: lowest compared OMol25 entry of this formula, charge and spin), 0.911; 0.136; 4.714; 5.536 eV (same order as the records).